{
  "formula": "CF3FeNO4S2",
  "method": "ωB97M-V with the def2-TZVPD basis set",
  "charge": 1,
  "fmax_ev_per_a": 3.71,
  "spin_multiplicity": 6,
  "lumo_energy_ev": [-6.22, -9.68],
  "gap_ha": [0.3598, 0.2250],
  "symbols": ["Fe", "S", "S", "F", "F", "F", "O", "O", "O", "O", "N", "C"],
  "coordinates": [[2.07, -1.33, -0.55], [-0.40, -0.02, 0.73], [2.14, 1.18, 0.11], [-2.52, 1.00, -0.46], [-2.67, -1.12, -0.08], [-1.49, -0.38, -1.70], [-1.19, 0.19, 1.95], [0.32, -1.24, 0.20], [2.98, 0.16, 0.89], [2.05, 0.49, -1.29], [0.56, 1.22, 0.66], [-1.85, -0.14, -0.46]]
}